Density functional theory data (wB97M-V/def2-TZVPD) for a molecular structure, C38H64N9O2Si3W at a distorted geometry.

```
117
Properties=species:S:1:pos:R:3
N 0.42388 -0.16226 -2.40342
H -2.73834 -1.97343 3.80036
H 0.07863 3.95995 3.38812
O -1.24917 1.05681 -0.48163
H 1.80102 -3.23152 -2.35081
H -1.95684 2.74048 -4.68975
C -2.81521 4.36119 -0.84066
H -5.87501 2.07646 -1.46422
H 3.53373 -5.77607 -0.68370
C -0.94930 1.63625 4.64381
C -4.13288 -1.77314 -0.26730
H -1.17188 4.11733 2.15880
H 0.09265 -2.85130 -2.24003
C 1.77637 -3.48864 -0.00603
H -0.06733 3.58741 -3.26989
H -3.91784 -2.13086 -2.38708
H -3.94983 -1.40106 1.83994
H -3.64052 1.07331 -1.08821
C -0.59449 -1.63453 -4.97458
C 1.36866 -1.23024 -2.72973
H 4.64297 0.01780 -2.09766
H -0.20882 -4.70969 -1.49187
C 1.99409 4.32512 -0.68208
H -1.41786 -1.38203 4.78055
H -1.27870 -1.78028 -5.80583
C -0.48332 -3.05547 2.39797
H 3.00664 4.67508 -0.85631
H 4.11204 2.78174 -0.81024
C -3.43832 -1.47715 0.89179
N 1.25009 -2.36647 -0.50448
H 1.34053 4.64864 -1.48766
H 5.40930 0.50389 -0.59197
H -4.19153 5.98735 -1.02881
H 0.56037 2.59159 -4.60086
C 0.21793 0.26826 1.93060
C -2.06092 -1.30789 0.83555
C -2.66452 2.97404 -0.86371
H -1.51271 -1.63927 -2.38062
H -2.56864 -0.24111 4.11056
H -5.20402 -1.92359 -0.25148
H 2.48594 -5.46294 2.13912
H 4.07364 -4.98955 1.51533
H 2.38088 -0.87604 -2.51913
N -0.25692 3.05040 -0.57982
N -0.82584 -0.28896 -4.45303
C 4.51866 0.03807 -1.01156
C -0.29465 3.53992 2.45683
H 3.60427 -0.63568 1.38575
H -2.86117 1.53486 -3.77261
C -3.76649 2.14832 -1.08427
C 3.57367 0.11757 2.16156
H 0.45875 3.68894 1.70178
H -0.14466 2.19197 5.11533
H 1.24272 0.18450 5.33091
H 1.60744 4.78754 0.22762
O 2.21117 0.14285 -0.41122
H -2.84861 1.16179 1.22328
C -1.91450 1.73843 -4.27130
C 0.27062 2.59133 -3.54682
C -2.07108 -1.61600 -1.46269
C -5.01515 2.70924 -1.29139
H -0.80694 -2.39898 -4.22677
C 1.98212 2.83551 -0.54627
H -1.01790 0.96592 -6.14939
H 4.21014 -0.22528 2.97888
H -1.88264 2.10906 4.95963
N 2.52799 -3.62757 1.11578
H 3.24754 2.31982 3.81715
H 4.42997 -0.98217 -0.64874
C 1.72744 -0.41648 4.56429
N 0.80983 2.18385 -0.40602
W 0.35612 0.10181 -0.13647
Si -0.95732 -1.24378 2.38228
N -0.82200 1.63149 -3.28598
H -3.32599 1.25891 2.90658
C -4.06733 4.91410 -1.04632
N -1.38256 -1.35203 -0.33398
C 1.08779 -2.49999 -1.96300
C -2.02576 -1.15249 3.90431
H 0.48958 -6.28066 -1.16875
H 2.03770 -3.38740 3.11447
C 3.22642 2.18728 -0.64723
H 0.14524 -3.40119 1.58903
H 4.02992 1.03478 1.78712
H -6.13981 4.52948 -1.42931
H 0.41958 -1.75369 -5.35102
H 2.72163 -0.67133 4.93369
C 3.30797 0.83561 -0.67429
H -1.95824 4.99563 -0.66003
H -3.01160 2.71762 1.99270
C -0.36061 0.31603 -3.35768
Si 1.92769 0.54639 2.97139
H 2.19993 -6.62568 0.10835
H 1.13937 2.32612 -2.94913
H 1.59018 2.81907 4.06260
C 3.00663 -4.99469 1.29836
C -5.16446 4.09103 -1.27212
H 1.09166 -5.34103 -2.53738
Si -0.90989 1.79917 2.78009
H 2.33171 2.96982 2.46873
H 3.52910 -2.58461 2.61655
C 2.25632 2.34195 3.35577
N 1.70188 -4.71736 -0.59688
C -1.60294 0.64864 -5.28446
C -3.42382 -1.87522 -1.46092
H 1.95300 -1.92446 2.12123
C -2.67532 1.69180 2.15064
H -0.07449 -3.38291 3.35290
C 0.71905 -5.27309 -1.51396
H -1.46040 -3.53290 2.28719
H -0.94639 0.63285 5.05110
H 1.16708 -1.34718 4.47822
C -1.34497 2.39382 -0.64809
H 1.35888 -1.47655 -3.79324
C 2.66995 -5.65311 -0.02808
C 2.51557 -2.82962 2.30457
H -2.50319 0.15065 -5.63915
```

Charge: +3
Lowest unoccupied orbital energy: -10.05 eV
Energy above the lowest of the compared OMol25 structures with the same formula, charge and spin: 0.0 kJ/mol
Calculated total energy: -83387.787 eV
Highest occupied orbital energy: -0.583 Ha



Density functional theory data (wB97M-V/def2-TZVPD) for 13 unconnected molecules or ions with the total composition C38H65N13O2 at a distorted geometry.

```
118
Properties=species:S:1:pos:R:3
H -4.29497 -2.22106 3.32012
H -0.92792 -0.95523 1.21361
C 5.44509 -1.29135 8.83136
C -1.99144 -1.21238 1.24100
O -0.45629 -0.92530 6.69335
C -2.38565 -1.34292 2.72673
H 2.32387 -2.99720 4.90304
C -3.37137 -3.71525 -2.70683
H 0.80408 0.24838 -5.13656
H 1.51507 1.26559 2.12137
C -5.40057 3.96363 1.99888
C 5.07918 -0.96813 7.44902
H -3.72290 -0.41301 0.13703
H -3.37294 -3.14946 2.11356
C 0.66293 3.85692 7.48772
C 1.81770 4.74154 7.30267
C -2.72038 -0.11244 0.45459
H -2.06604 -2.17257 0.72241
H -3.35185 1.28517 2.02999
C -0.92513 3.14995 -1.83705
C -6.53955 3.08471 2.27973
H -6.74483 2.46000 1.41268
H 0.42785 -0.48309 -3.56588
H -3.19413 2.27228 -7.68344
C -0.42588 0.24751 5.99959
N -0.97723 2.13169 -2.33447
C 2.93567 -0.29285 2.79709
C -1.08902 1.79942 -12.23972
C 2.03922 2.76739 -9.44134
H 1.70540 -0.12959 0.97533
H -0.22107 4.44600 7.72221
H -3.62762 -4.12172 4.44331
H -1.85098 4.91965 -1.18447
H -7.41983 3.68299 2.50601
H -0.21626 1.42458 -11.71225
C -2.57737 1.38616 -7.75721
H 4.01132 -0.76634 7.38623
C 8.63968 -4.38260 -1.86449
H 2.07140 -2.21718 2.40919
H 3.01074 0.35524 3.67247
C 0.14541 -2.01458 5.98777
H -1.79278 -3.29350 -4.03749
H 7.91725 -4.95733 -2.44043
H -0.16122 5.10176 -1.69508
H -0.54336 4.33158 -0.14307
C -5.37351 4.72042 -6.13199
H 6.32232 -1.47802 1.33697
H -4.66893 5.35584 -6.66506
C 2.13464 -1.95371 4.61143
H 5.62440 -0.08485 7.12178
N -0.24047 1.84531 -6.69839
H -0.90460 -3.60205 6.89372
C 8.12349 -3.03016 -1.62942
H 8.81578 -4.88096 -0.91307
H -2.36326 -1.71095 5.35295
C 6.81158 -2.39187 1.66704
H 6.62943 -3.17437 0.93500
C -2.29634 1.42000 -11.50549
N 7.72230 -1.98267 -1.44810
H -2.89570 -0.46061 3.11367
H 0.85545 3.16373 8.30454
H -1.46775 -1.41922 3.31241
H 9.57515 -4.32843 -2.41732
H 0.48150 3.29249 6.57513
C 0.01691 -1.69824 -5.22867
C -2.77476 -3.50361 4.14178
N 0.69894 -1.62324 4.69107
H -2.93309 -3.09046 6.25524
H -6.35711 5.18524 -6.14921
H -0.40796 -3.98820 5.26221
H -0.87727 0.09882 -4.61086
H -1.10966 1.38218 -13.24504
H 0.82825 -0.29045 2.50406
H -2.03384 -4.21740 3.76937
H -1.71605 1.55391 1.46179
O -1.38832 0.64088 5.48535
C -1.26042 1.64335 -7.16103
N -5.48411 2.38140 -7.26772
H 3.82648 -0.24416 2.17041
C -5.43645 3.40288 -6.77206
H 0.27897 -2.26440 4.02547
H -3.09129 -4.28496 -4.71111
C 0.09895 -0.37793 -4.59851
H 0.45756 0.89629 5.94821
C 2.69840 -1.78114 3.19427
C -0.84100 -3.19710 5.87997
C 2.73576 2.80354 -8.15347
H 3.66844 -2.30033 3.14459
H 5.32087 -1.80122 6.78986
N 5.87315 -3.11435 3.98533
H 2.01040 2.72515 -7.34449
C -2.72026 1.26006 1.14008
C -3.29863 -2.56542 3.03549
H -2.15156 0.03029 -0.47267
H -5.04714 4.61272 -5.09949
N 2.71192 5.42694 7.15884
C 6.28273 -2.79848 2.97349
C -2.27777 -2.79491 5.43484
C -0.86627 4.45656 -1.17460
H -3.05576 2.00455 0.41425
N -3.20050 1.11526 -10.88806
H 0.97400 -2.38731 6.60470
N -3.76151 -3.92304 -1.65979
H 3.43423 1.97167 -8.08967
H -3.06916 0.56756 -7.23577
C 1.67723 0.19164 2.01670
C -2.86781 -3.44385 -4.05809
N -0.05355 -2.72256 -5.71345
N 5.72809 -1.54192 9.90249
H 2.69315 -1.28546 5.27240
N 1.48317 2.73450 -10.43139
H 3.28341 3.73898 -8.05687
H -2.46022 1.12295 -8.80566
H -1.02245 2.88287 -12.30347
H -6.31133 2.44791 3.13211
H 7.88233 -2.21450 1.74043
N -4.51389 4.63909 1.77938
H -3.34292 -2.54949 -4.45716
```

Lowest unoccupied orbital energy: 0.23 eV
Calculated total energy: -63921.847 eV
Highest occupied orbital energy: -0.357 Ha



Density functional theory data (wB97M-V/def2-TZVPD) for 3 unconnected molecules or ions with the total composition C38H66BClN3O11P at a distorted geometry.

```
121
Properties=species:S:1:pos:R:3
C 2.00475 -5.89696 2.67568
O 0.10482 -1.52720 -1.62731
H -1.44942 9.56479 -4.67470
C 4.18251 -6.21698 7.67477
C 2.90214 -1.15542 -0.02620
H 0.00825 6.93616 -5.55420
H 5.76744 -2.74778 6.01454
H 1.02849 -2.55272 3.53502
C -1.16905 2.90810 2.87780
O -1.20834 6.15704 -4.07301
H -0.58687 -2.91704 -4.71331
C 4.20488 -4.05439 6.66308
C 1.84655 -1.62760 1.03451
C 6.71321 -4.27083 7.15236
O 2.05897 3.72359 1.27417
C 0.23907 3.60808 3.16176
H 5.22227 -4.12159 4.18884
H 3.06041 2.05077 0.62428
C -5.29859 -1.15063 -2.10388
H 3.46197 -7.03003 7.77918
C 2.51170 -5.62715 1.33019
C 0.82728 4.11228 1.80467
H -1.33743 0.45992 -2.01421
O 1.42386 0.41854 -2.12165
H 1.76046 -2.38037 -3.95769
H -6.70163 -4.07114 -0.68918
H -0.01115 4.52523 3.76960
O 3.76767 -5.40566 6.58936
B -0.04437 -2.91405 -1.56399
H 3.52914 -3.49258 6.00998
H 0.58739 0.43817 -0.12825
H 3.47932 -1.06872 -2.11363
H -1.33724 8.52509 -6.10231
H -4.72816 -0.85679 -3.02576
N 5.87782 -4.49189 4.87433
H -4.14683 -1.23837 1.68447
Cl 0.86690 -0.42767 -6.26461
O 0.46854 2.65278 -3.80561
H -2.67481 9.64776 -5.94149
C -6.68630 -2.00242 0.23437
C -3.81298 1.38017 -1.45329
C -0.93651 -1.84611 -4.73570
N -2.84572 -0.07551 2.77483
H -3.68439 8.44948 -4.15938
H -3.71733 2.43805 -1.84696
H 1.38748 1.74433 1.42100
C 2.65165 -1.56886 -1.52306
H -0.14761 0.16074 -4.17051
C 1.46026 -1.32429 -3.74293
H -1.60420 -1.65742 -5.61461
C 1.32017 -1.02963 -2.17277
H 5.59112 -5.46400 4.97948
H 5.15487 -6.66641 7.46289
O -5.18967 1.19194 -1.11138
C -6.30038 -0.59669 0.13082
C -2.02837 8.96742 -5.38335
C 0.61294 0.99369 -1.10209
C -6.40883 -3.00428 -0.79738
C -2.80835 1.26830 -0.24062
H -2.70348 6.40081 -5.98195
C -2.08942 7.15254 -3.57223
H 0.58695 3.25083 -0.71014
H 0.77300 5.83080 -4.41753
C -2.86711 7.91845 -4.65868
C 1.49055 -4.74986 3.43811
H -1.59675 -1.73048 -3.81778
H 2.09492 2.64263 -1.51129
H 1.08360 -4.96077 4.45876
C 1.98454 2.37604 0.70930
H 2.83352 -2.66850 -1.70894
O -1.05267 -3.39976 -0.66375
H 6.48126 -3.92360 8.16242
C 1.96377 -3.10164 1.53014
H -1.87641 2.23629 -3.94814
H 6.82987 -5.35526 7.18199
O 0.69394 -3.89711 -2.23404
C 1.45814 -3.37704 2.90768
H -2.81752 6.61388 -2.95650
C 1.31432 2.39883 -0.74002
H -3.43853 0.71462 -2.27764
C -5.68804 -2.56708 -2.00055
H -3.45725 -0.46216 3.50823
H -1.48290 -0.48044 0.37879
C 5.64206 -3.82590 6.16030
H 2.33751 -0.68640 -4.06084
H -0.68965 -3.40198 0.24575
C -2.57987 -0.22776 0.28259
C -3.26127 -0.53718 1.65068
H 4.06185 -3.65472 7.67492
C 0.05245 6.64595 -4.50255
O -1.54570 1.91236 -0.45150
H -1.12667 3.91693 -2.49206
C 0.23144 -0.80853 -4.57485
H -1.96848 3.66903 2.64796
C 2.47816 -4.24444 0.79002
H -3.29570 1.81322 0.62368
H -1.55874 7.83607 -2.89829
H 7.68304 -3.85479 6.87238
H 0.39918 7.48282 -3.89034
H -1.05180 2.18338 2.03266
H 3.89897 -1.60370 0.27053
H 0.93342 2.94707 3.73853
H 0.76969 -1.45251 0.75534
C -5.56766 -0.15110 -1.07351
H 4.21723 -5.66029 8.61526
H 2.89861 -6.44542 0.67173
H 2.02180 -6.94856 3.03564
P -0.82752 2.62306 -3.03621
H -7.22752 -2.33066 1.15119
O 0.14787 4.87510 1.15328
H 2.00905 -0.98377 1.95391
H -4.08596 6.37036 -5.17486
N -3.45157 7.00839 -5.65046
H 0.13148 -4.68120 -2.36587
H -5.43622 -3.28951 -2.81872
H 3.04190 -0.04646 0.01749
H -1.53128 2.34544 3.78409
H -3.00595 -0.94301 -0.47707
H -6.50466 0.15713 0.93266
H 2.87591 -4.11236 -0.24005
C -0.85350 1.39871 -1.59664
```

Lowest unoccupied orbital energy: 0.24 eV
Structure (SMILES): [H]/N=C/C[C@H](COc1ccccc1)O[C@@H]([PH2]=O)[C@H](CCOC(=O)CC)O[C@](CCCc1ccccc1)(C[C@H](C)Cl)OB(O)O.COC[C@@H](C)N.COC[C@@H](C)N
Calculated total energy: -89954.543 eV
Highest occupied orbital energy: -0.333 Ha



Density functional theory data (wB97M-V/def2-TZVPD) for a molecular structure, C38H66N4OS2Yb at a distorted geometry.

```
112
Properties=species:S:1:pos:R:3
C 0.38195 2.01953 21.96657
C 8.67761 1.36676 15.75977
H 9.52082 -0.11587 21.30004
H 4.98757 -3.67125 26.52250
C 5.31596 -2.85786 17.87246
H 7.26199 -2.72728 17.01579
C 4.78044 -4.34293 14.98413
H 11.15411 -1.03690 22.94972
H -0.19691 -3.22481 18.52051
H 9.78805 1.36620 15.93031
C 1.31106 0.94624 21.94783
C 10.88265 -0.28370 23.65237
H 6.52228 -5.97397 24.33632
H 3.17203 0.18427 21.09750
H 8.72719 -0.43608 14.72686
H 6.26059 -4.76312 17.36340
C 5.87074 -5.18804 24.71138
H 2.06378 -1.59041 23.61375
C 8.27083 -0.12664 15.66956
C 7.64649 -4.59271 26.33258
C 8.71258 -1.39509 23.57781
N 1.63303 -2.26521 20.47589
H 2.31281 4.30219 20.42654
H 8.64929 2.69062 17.49333
C 9.18639 0.57606 22.06742
H 3.28661 -4.35408 16.62185
H 1.72264 -2.53109 17.26698
C 8.19787 -4.87998 22.26940
H 10.29122 -4.52760 21.39440
C 7.95319 2.26087 16.74066
C 2.48479 1.04151 21.24029
H 4.96523 -2.72728 18.89405
H 7.10873 -5.26647 27.03877
H 4.25238 -5.89864 16.36791
H 5.12463 -3.29163 14.85870
H 6.54471 -4.33856 20.92700
C 6.84865 -5.17126 21.60129
C 2.18994 -2.22003 21.70559
H 11.14480 -0.58027 24.67058
H 7.79117 0.99692 24.45494
C -0.02658 -2.14572 18.59131
H 0.21219 -0.71121 20.18460
C 0.71616 3.21519 21.39013
H 4.01040 -4.45865 14.16850
S 3.59235 -3.06390 22.10854
S 6.38770 -0.52711 19.81627
H 8.73074 -6.97466 22.57730
N 6.66054 -2.35191 17.79399
H 8.39815 -5.21586 25.91337
H -0.45125 -2.36552 20.72446
C 7.52582 -3.24981 24.30964
H -1.00616 -1.72843 18.36240
H 8.84932 -2.04517 16.50220
C 8.71024 -6.03932 23.13029
H 9.21285 0.63868 25.54257
C 5.65061 -3.02778 25.95032
H 8.92430 -3.99926 20.40351
C 5.34831 0.22193 23.17320
C 9.25408 -4.74199 21.08849
O -0.15074 -0.16495 23.52528
H 6.02787 -5.32382 22.29447
H 4.22785 0.18714 23.30440
C 2.82540 2.28212 20.77958
N 8.33788 -0.83131 18.07412
C 8.15851 -3.60350 23.06143
H 6.08297 -2.28334 26.63744
H 5.61976 -5.05893 14.80091
H 5.63819 1.02189 22.50540
H 4.64122 -2.25707 17.22888
C 8.89034 -2.43628 22.63830
H 7.50390 -1.36450 25.47400
H 8.17913 -6.12158 24.06546
H 6.97289 -6.06537 20.98689
H 3.86001 2.40590 20.42157
C 1.97824 3.36097 20.83379
H 9.76877 -5.77355 23.38788
C 6.67442 -4.04548 25.30939
H 5.18700 -5.53927 25.46854
H 9.31875 1.88340 24.32954
H 8.54800 1.78167 14.78754
C 5.20255 -4.36466 17.56386
H 1.58424 -0.85053 17.96447
H 11.45547 0.61074 23.40110
C 8.88181 0.93419 24.48951
H 1.91111 -3.08774 19.92125
H 8.09551 0.68675 21.80824
H 8.61799 -0.10539 18.70831
C 0.24955 -1.81061 20.10364
H 9.72215 1.48922 21.93244
C 4.25047 -4.79995 16.36290
H -0.05168 4.00768 21.43089
H 9.54727 -2.40484 21.73580
C 7.12204 -1.27826 18.46524
H 4.93214 -4.88949 18.52103
H 7.12639 1.77566 17.26007
H 8.20074 -3.79287 26.87011
Yb 6.37166 -1.82769 22.16413
C 0.78417 -0.24338 22.73135
H 5.82664 0.14542 24.15953
H 5.28967 -4.79932 23.87614
H 5.07498 -2.48757 25.14268
N 1.61536 -1.45537 22.70355
H 0.65576 -1.35674 16.62039
H 7.51838 3.19833 16.21013
C 7.88461 -1.91250 24.60522
H 7.18440 -0.21201 15.65973
H 9.34072 -5.66933 20.47475
C 1.06927 -1.73680 17.58723
H 10.02054 -0.75864 16.75173
H -0.56083 1.85582 22.58710
C 8.93194 -0.97880 16.74754
C 9.38495 -0.02875 23.44744
```

Charge: +1
Lowest unoccupied orbital energy (alpha / beta): -2.66 / -2.82 eV
Energy above the lowest of the compared OMol25 structures with the same formula, charge and spin: 343.5 kJ/mol
2S+1: 2
Calculated total energy: -101679.491 eV
Highest occupied orbital energy (alpha / beta): -0.373 / -0.373 Ha